{
  "formula": "C3H60InNO30P3",
  "method": "wB97M-V/def2-TZVPD",
  "gap_ev": 6.415,
  "charge": -1,
  "e_lumo_ev": 1.607,
  "symbols": ["C", "P", "O", "In", "C", "O", "C", "N", "P", "P", "O", "O", "O", "H", "H", "H", "H", "H", "H", "H", "H", "H", "H", "O", "H", "H", "O", "H", "H", "O", "H", "H", "O", "H", "H", "O", "H", "H", "O", "H", "H", "O", "H", "H", "O", "H", "H", "O", "H", "H", "O", "H", "H", "O", "H", "H", "O", "H", "H", "O", "H", "H", "O", "H", "H", "O", "H", "H", "O", "H", "H", "O", "H", "H", "O", "H", "H", "O", "H", "H", "O", "H", "H", "O", "H", "H", "O", "H", "H", "O", "H", "H", "O", "H", "H", "O", "H", "H"],
  "xyz": [[-0.89306, -1.38779, 4.16584], [-1.90132, 0.11662, 3.72795], [-3.34595, -0.48778, 3.06036], [-0.49785, 1.19735, 1.94241], [0.93985, 2.49158, 2.94378], [-1.87900, 2.24545, 0.65680], [-1.79466, 1.86838, -0.52838], [-1.68975, 1.42031, -1.60520], [0.67203, -0.45259, 0.40020], [2.02318, -1.70273, 1.45639], [3.27999, -1.83165, 0.64546], [2.46854, -1.10537, 2.88019], [1.35760, -3.12772, 1.77552], [-0.20204, -1.09110, 4.95263], [-1.56574, -2.17576, 4.47762], [-0.32769, -1.69072, 3.28665], [-3.84663, -0.90961, 3.76785], [0.55489, 3.49739, 3.11334], [1.89622, 2.54410, 2.42661], [1.12970, 2.04375, 3.92295], [1.53435, 0.27454, -0.43608], [2.86606, -1.79378, 3.43938], [0.39387, -3.09316, 1.64680], [-3.03705, -1.51153, -1.91951], [-2.41395, -0.78951, -1.73811], [-3.28398, -1.84057, -1.04730], [-1.52970, 4.03021, -3.45840], [-1.15409, 3.58327, -4.22350], [-1.44161, 3.37799, -2.74813], [3.89713, -2.52712, -2.66122], [4.65911, -1.95294, -2.51051], [3.48532, -2.56115, -1.79018], [5.02273, -3.90254, 1.87757], [4.39450, -3.22814, 1.57922], [5.46657, -4.17929, 1.06560], [-4.21202, -3.16311, 0.41147], [-5.14070, -3.00322, 0.21187], [-4.12112, -4.12440, 0.40090], [4.95957, -5.37950, -0.63823], [4.17582, -5.00638, -1.05687], [4.72019, -6.28758, -0.43111], [-1.37806, -4.37972, 4.28691], [-1.49017, -5.01338, 3.56758], [-0.85599, -4.83209, 4.96190], [-5.32606, 1.64652, -0.72293], [-4.39665, 1.39253, -0.67530], [-5.31864, 2.50560, -1.16313], [-1.27564, 4.40861, -6.23309], [-1.70047, 4.11712, -7.04471], [-1.89408, 5.04405, -5.86036], [-5.33396, 2.19856, 3.32870], [-5.70035, 2.31630, 2.44624], [-4.68241, 1.49405, 3.21156], [0.13297, -4.83923, 6.78955], [0.83670, -4.18772, 6.89803], [-0.23317, -4.96499, 7.66995], [5.11006, -0.06798, 2.27280], [4.80028, -0.77673, 1.68486], [5.60212, -0.53012, 2.95985], [-1.84795, -4.69972, 1.29933], [-1.81352, -4.42421, 0.37022], [-2.23445, -3.94305, 1.75987], [-0.42015, -3.05726, -1.17216], [0.17850, -3.41462, -1.83536], [-1.05835, -2.53506, -1.68063], [-2.68564, -4.61825, -2.25718], [-3.15432, -4.92031, -3.04084], [-3.02817, -3.72975, -2.09112], [8.11893, 0.09712, 1.03972], [7.20000, -0.09997, 1.26797], [8.46214, 0.54499, 1.81789], [-3.53528, 5.27098, -7.76919], [-3.56212, 5.48453, -8.70747], [-3.89508, 6.05219, -7.33593], [6.34071, -0.67608, -1.97410], [7.16818, -1.06907, -1.67676], [6.60292, 0.10128, -2.47706], [1.43592, 4.25138, -4.24538], [1.84365, 3.38345, -4.32715], [0.71076, 4.23163, -4.88110], [-6.55774, 4.38392, -0.83238], [-7.37317, 3.89378, -0.68486], [-6.30274, 4.69394, 0.04287], [-1.81202, 1.57192, -5.32410], [-2.27546, 2.26336, -5.80709], [-2.45753, 0.86515, -5.22482], [-0.51835, 6.44653, -1.61252], [-0.74208, 5.79763, -2.29811], [-1.31657, 6.50502, -1.07800], [-0.04415, 9.43713, -1.42385], [-0.97921, 9.58400, -1.58951], [0.03116, 8.47422, -1.35488], [3.77505, 1.23503, -0.38309], [4.44378, 0.98747, -1.02957], [3.73795, 0.47672, 0.21249], [2.09611, -3.82408, 4.74433], [1.59224, -3.70921, 3.92710], [1.87150, -4.71658, 5.02637]],
  "atomic_forces_ev_per_a": [[-0.23, 0.82, -0.98], [-0.41, 0.54, 1.02], [0.29, -0.26, -0.31], [0.83, -0.09, 0.83], [-0.20, 0.05, 0.07], [-0.04, 0.23, -0.38], [0.08, -0.47, 0.06], [-0.25, 0.27, 0.01], [-1.28, -0.32, -0.24], [1.43, 1.40, -0.84], [0.00, -0.67, 0.04], [-0.78, -0.55, 0.39], [-0.33, 0.25, 0.20], [0.01, -0.13, 0.08], [0.12, -0.14, 0.18], [0.11, -0.48, 0.20], [-0.01, 0.11, -0.03], [0.03, 0.02, -0.05], [-0.08, 0.00, -0.17], [-0.06, -0.03, 0.00], [0.40, -0.08, 0.36], [-0.01, 0.17, 0.10], [0.09, -0.32, -0.16], [0.32, -0.25, 0.06], [-0.12, 0.32, -0.15], [-0.15, 0.03, 0.28], [-0.09, 0.35, 0.35], [-0.10, -0.13, 0.01], [-0.10, -0.20, -0.06], [0.03, -0.14, 0.12], [0.10, 0.04, -0.03], [-0.11, 0.19, 0.15], [0.22, 0.20, 0.25], [-0.01, -0.02, -0.26], [-0.26, -0.11, 0.01], [-0.09, -0.08, -0.14], [0.02, 0.11, 0.05], [0.11, 0.02, -0.03], [0.07, -0.13, -0.21], [0.08, 0.13, -0.03], [-0.02, 0.05, 0.09], [-0.05, -0.41, -0.20], [0.08, 0.01, -0.01], [-0.04, 0.14, 0.16], [0.03, 0.03, 0.06], [-0.01, -0.06, -0.09], [-0.04, 0.03, 0.10], [0.24, -0.19, 0.05], [-0.01, 0.21, -0.09], [0.01, -0.01, 0.07], [-0.07, -0.06, -0.07], [0.07, -0.05, -0.05], [0.09, -0.02, 0.02], [0.15, -0.08, 0.12], [-0.10, 0.12, -0.18], [-0.05, -0.02, -0.05], [0.66, -0.14, -0.21], [-0.24, 0.00, 0.08], [-0.14, -0.05, 0.06], [-0.15, 0.17, 0.05], [0.31, -0.02, 0.00], [0.00, 0.06, -0.10], [-0.12, -0.17, -0.03], [-0.04, -0.06, 0.02], [0.07, -0.03, 0.11], [-0.22, -0.16, 0.04], [-0.01, 0.03, 0.02], [0.15, 0.13, -0.15], [0.03, -0.14, 0.01], [-0.16, 0.18, -0.04], [-0.01, 0.03, -0.04], [-0.15, 0.09, -0.16], [0.02, -0.03, 0.01], [-0.01, -0.05, 0.04], [-0.08, -0.02, -0.12], [-0.03, 0.04, 0.13], [0.01, -0.01, 0.02], [0.10, -0.05, -0.21], [-0.01, 0.00, 0.10], [0.02, 0.10, -0.02], [-0.09, 0.10, -0.02], [0.05, -0.06, -0.01], [0.08, -0.04, -0.02], [-0.02, -0.11, -0.30], [0.04, 0.09, 0.12], [0.06, 0.00, 0.21], [-0.24, 0.15, 0.02], [0.18, -0.13, -0.10], [0.03, -0.13, 0.04], [-0.03, 0.03, 0.14], [0.02, -0.01, -0.03], [0.03, -0.09, -0.21], [0.04, 0.07, -0.11], [0.01, -0.08, 0.06], [-0.01, -0.01, -0.02], [-0.09, 0.04, 0.07], [-0.06, 0.03, -0.06], [0.12, -0.05, -0.09]]
}



{
  "formula": "C51H67N3O6S3Si2Sr",
  "method": "wB97M-V/def2-TZVPD",
  "de_lowest_kj_mol": 120.4,
  "gap_ev": 5.829,
  "charge": -2,
  "e_lumo_ev": 3.962,
  "symbols": ["Sr", "C", "C", "N", "N", "C", "S", "S", "C", "C", "C", "C", "C", "C", "C", "C", "C", "C", "C", "C", "C", "O", "H", "H", "H", "H", "H", "H", "H", "H", "H", "H", "H", "H", "H", "H", "C", "C", "C", "C", "O", "Si", "S", "O", "C", "C", "C", "C", "O", "C", "C", "C", "C", "H", "H", "H", "H", "H", "H", "H", "H", "H", "H", "H", "H", "H", "H", "H", "H", "H", "H", "H", "H", "H", "H", "H", "H", "H", "H", "H", "C", "Si", "C", "C", "N", "C", "C", "C", "C", "C", "C", "O", "C", "C", "C", "C", "C", "C", "H", "H", "H", "H", "H", "H", "H", "H", "H", "H", "H", "H", "H", "H", "H", "H", "H", "H", "C", "C", "O", "C", "C", "C", "C", "C", "C", "H", "H", "H", "H", "H", "H", "H", "H"],
  "xyz": [[-0.43137, -0.15054, -0.37058], [2.11263, -4.37627, 1.08538], [1.13149, -3.21838, 1.06640], [1.22327, -2.30637, 0.15278], [2.24341, -2.48967, -0.74771], [2.94251, -1.47071, -1.11014], [2.89883, 0.14344, -0.64875], [4.30528, -2.00701, -2.22927], [5.47250, -2.67880, -0.96199], [5.83110, -1.72801, 0.13577], [5.19375, -1.81510, 1.36876], [5.49671, -0.92734, 2.38836], [6.44393, 0.06292, 2.18661], [7.07535, 0.16755, 0.95503], [6.77211, -0.72306, -0.06092], [0.13595, -3.15681, 2.13875], [0.27560, -4.00401, 3.24559], [-0.59983, -3.99676, 4.31413], [-1.68550, -3.12152, 4.28580], [-1.85787, -2.27050, 3.22136], [-0.95542, -2.22302, 2.12151], [-1.13557, -1.37038, 1.18598], [2.90049, -4.21739, 1.82708], [2.57041, -4.44582, 0.10204], [1.59828, -5.30839, 1.31030], [6.35108, -2.95652, -1.54529], [4.98857, -3.56758, -0.55840], [4.42934, -2.56903, 1.51515], [4.96891, -0.99896, 3.33123], [6.67967, 0.76041, 2.98118], [7.79406, 0.96045, 0.78224], [7.24715, -0.62893, -1.03114], [1.11868, -4.68176, 3.28738], [-0.43949, -4.65462, 5.15993], [-2.39008, -3.10407, 5.11091], [-2.69266, -1.57894, 3.19472], [1.14496, 0.64667, 3.44172], [0.29553, 1.82958, 2.97597], [0.68228, 3.08665, 3.75889], [-1.19123, 1.52885, 3.17275], [0.55140, 1.97455, 1.58329], [0.45181, 3.26272, 0.55755], [0.41790, 2.52811, -1.34606], [1.63179, 4.38878, 0.89192], [3.01793, 4.46464, 0.59535], [3.27040, 4.51414, -0.91278], [3.49585, 5.77460, 1.23214], [3.78057, 3.28820, 1.20019], [-0.90899, 4.07872, 1.05679], [-1.31325, 5.41467, 0.81120], [-2.83871, 5.44883, 0.92047], [-0.89613, 5.89773, -0.58168], [-0.69883, 6.33449, 1.87576], [0.97542, 0.43871, 4.49994], [2.20063, 0.87381, 3.27935], [0.89105, -0.23805, 2.85504], [0.53531, 2.92477, 4.82863], [0.07187, 3.92960, 3.43631], [1.72831, 3.33707, 3.57487], [-1.42254, 1.38571, 4.23024], [-1.45815, 0.62651, 2.61914], [-1.77831, 2.36130, 2.78187], [2.74173, 5.36177, -1.35500], [2.89840, 3.60225, -1.37451], [4.34030, 4.60825, -1.11263], [2.96547, 6.61621, 0.78139], [4.56890, 5.90792, 1.08086], [3.28343, 5.76636, 2.30340], [3.42610, 2.34740, 0.77935], [3.64077, 3.25305, 2.28371], [4.84568, 3.38265, 0.98242], [-3.27832, 4.82721, 0.13998], [-3.20632, 6.47249, 0.81885], [-3.15080, 5.05431, 1.88922], [-1.22637, 5.18262, -1.33552], [0.19009, 5.97002, -0.64049], [-1.33734, 6.87547, -0.79004], [-1.05370, 6.04624, 2.86807], [-0.97234, 7.37621, 1.69119], [0.38448, 6.22889, 1.84708], [-4.55191, 2.10835, 0.66122], [-4.03126, 1.22933, -0.96334], [-5.65509, 1.12701, -1.98937], [-2.99141, 2.51543, -1.86006], [-3.25925, -0.27899, -0.86411], [-3.93196, -1.38838, -0.46849], [-5.17724, -1.33912, 0.21603], [-5.95756, -2.44519, 0.48688], [-5.56218, -3.70017, 0.05167], [-4.33100, -3.80712, -0.58165], [-3.50428, -2.71379, -0.77836], [-2.28688, -2.88980, -1.43238], [-1.60568, -4.05596, -1.25010], [-0.82437, -4.50909, -2.31101], [-0.13957, -5.70922, -2.22471], [-0.22808, -6.48861, -1.08157], [-0.98875, -6.02900, -0.01464], [-1.66494, -4.82450, -0.08813], [-3.67515, 2.57156, 1.12207], [-4.96483, 1.41224, 1.39502], [-5.29276, 2.89636, 0.49922], [-6.28216, 2.01365, -1.86036], [-6.24220, 0.25175, -1.70111], [-5.43184, 1.03424, -3.05580], [-2.36393, 2.08250, -2.63942], [-3.62272, 3.28340, -2.31822], [-2.32326, 3.01215, -1.15887], [-5.52107, -0.36491, 0.53740], [-6.89714, -2.31974, 1.01579], [-6.17968, -4.57603, 0.20767], [-4.00182, -4.77484, -0.93920], [-0.76742, -3.91059, -3.20822], [0.46123, -6.03710, -3.06462], [0.29826, -7.43344, -1.01849], [-1.05224, -6.61159, 0.89726], [-2.23305, -4.47120, 0.76014], [1.51325, -0.09009, -3.96786], [0.31982, -0.89727, -3.55652], [-0.06077, -0.94582, -2.40504], [-0.43062, -1.65205, -4.60091], [-1.80897, -1.79363, -4.43554], [-2.54453, -2.50975, -5.36349], [-1.91034, -3.10080, -6.44876], [-0.53517, -2.98235, -6.60071], [0.20397, -2.25114, -5.68461], [1.53018, 0.81660, -3.36018], [1.50278, 0.15092, -5.02888], [2.42094, -0.65008, -3.73070], [-2.27114, -1.35497, -3.55752], [-3.61315, -2.62106, -5.23247], [-2.48509, -3.66343, -7.17422], [-0.03859, -3.46477, -7.43362], [1.28028, -2.17911, -5.78345]],
  "atomic_forces_ev_per_a": [[0.47, 2.15, 0.11], [-0.13, 0.06, -0.14], [0.56, -0.02, -0.34], [-0.24, 0.41, 0.41], [0.23, -0.81, -0.43], [0.37, -0.31, 0.21], [-0.23, 0.25, 0.12], [0.19, 0.13, 0.16], [-0.55, 0.05, -0.37], [-0.06, 0.05, 0.04], [-0.03, -0.04, -0.09], [-0.04, -0.01, 0.05], [0.00, 0.04, 0.06], [0.08, 0.05, -0.03], [0.00, -0.01, -0.02], [-0.37, 0.27, 0.08], [0.03, 0.00, -0.01], [-0.03, -0.07, 0.09], [0.05, -0.01, -0.01], [-0.06, 0.13, -0.05], [0.07, -0.42, 0.48], [-0.86, -1.52, 2.08], [-0.03, -0.04, 0.02], [0.03, -0.04, 0.04], [-0.01, -0.03, 0.09], [0.01, -0.10, 0.04], [0.15, -0.07, 0.04], [0.00, 0.02, -0.02], [0.01, 0.02, 0.01], [-0.02, 0.03, -0.02], [0.01, -0.03, 0.00], [-0.01, 0.03, -0.01], [-0.01, 0.00, -0.03], [0.00, -0.02, -0.02], [-0.02, 0.01, -0.02], [0.00, -0.01, -0.06], [-0.03, 0.14, -0.22], [-0.06, -0.12, 0.55], [0.04, 0.01, -0.26], [0.13, 0.08, -0.23], [-0.13, -0.20, 0.02], [0.08, 0.13, -0.57], [0.02, 0.53, -0.02], [0.01, -0.06, 0.05], [0.39, 0.18, 0.00], [-0.17, -0.07, 0.12], [-0.13, -0.12, -0.02], [-0.24, -0.02, 0.01], [-0.12, 0.00, 0.12], [-0.12, 0.46, -0.02], [0.17, -0.14, 0.00], [0.01, -0.22, 0.09], [-0.02, -0.24, -0.07], [-0.03, -0.03, 0.01], [0.03, -0.04, 0.00], [0.02, -0.05, 0.05], [-0.01, -0.03, 0.00], [-0.01, 0.04, 0.04], [0.01, 0.00, 0.04], [0.00, -0.04, 0.01], [-0.04, -0.04, 0.07], [-0.04, 0.02, 0.05], [0.01, 0.01, -0.02], [0.02, -0.02, -0.08], [0.01, 0.05, 0.02], [0.01, 0.03, 0.01], [0.02, 0.01, 0.00], [0.02, 0.00, 0.01], [0.03, -0.05, 0.01], [0.02, 0.02, -0.01], [0.04, -0.03, 0.01], [-0.04, 0.01, 0.00], [-0.01, 0.01, -0.02], [-0.01, -0.01, 0.01], [0.00, 0.02, -0.03], [0.02, 0.03, -0.06], [0.01, 0.02, 0.03], [-0.01, 0.01, 0.01], [-0.01, 0.01, 0.00], [0.04, 0.06, 0.04], [0.26, -0.28, 0.06], [-0.75, 0.46, -0.38], [0.14, -0.18, 0.13], [-0.03, -0.12, 0.15], [0.55, 0.09, 0.05], [0.01, 0.08, -0.23], [0.11, -0.03, 0.14], [-0.14, 0.00, -0.06], [-0.02, -0.03, 0.08], [-0.01, 0.00, -0.14], [-0.40, -0.09, 0.11], [0.14, 0.25, 0.07], [0.07, -0.39, -0.13], [-0.08, 0.19, -0.05], [0.02, -0.03, 0.03], [0.03, -0.04, -0.01], [0.09, -0.04, 0.00], [0.04, 0.22, 0.17], [0.03, -0.01, 0.01], [-0.01, 0.03, 0.02], [0.02, 0.01, -0.13], [0.04, 0.05, 0.04], [-0.05, 0.02, -0.03], [0.07, -0.02, -0.02], [0.02, -0.01, -0.04], [-0.13, -0.06, 0.03], [0.13, 0.03, -0.05], [-0.04, -0.07, 0.01], [0.00, 0.01, 0.00], [0.02, -0.01, 0.01], [-0.01, 0.01, 0.03], [0.00, 0.04, -0.03], [0.01, 0.02, 0.01], [0.00, 0.01, 0.02], [0.01, 0.04, 0.02], [-0.02, 0.01, 0.01], [-0.07, 0.09, 0.15], [0.26, -0.06, -0.42], [0.33, -0.66, -2.03], [-0.31, -0.14, 0.01], [0.12, 0.07, 0.15], [-0.08, -0.01, -0.07], [0.03, 0.02, 0.03], [0.00, -0.04, -0.07], [0.07, 0.08, 0.10], [0.11, -0.02, 0.04], [-0.04, -0.04, -0.02], [0.02, 0.02, 0.01], [-0.06, -0.01, -0.01], [-0.01, 0.02, 0.02], [-0.01, -0.02, 0.01], [0.01, 0.00, 0.00], [0.00, 0.05, -0.05]]
}



| no. | HOMO (eV) |
| --- | --- |
| 1 | -4.81 |
| 2 | -1.87 |